Entry 1:
# C29H57N6O2

A cluster of 6 separate species, C29H57N6O2 in total (wB97M-V/def2-TZVPD, the Open Molecules 2025 dataset).

Each line ends with the Mulliken charge.
Geometry (Å):
1 C 1.9462 -2.4051 1.3233  -1.344
2 C 1.3833 -1.6923 0.0993  0.184
3 O 1.8880 -0.3660 -0.0158  -0.272
4 C 1.0918 0.6667 0.5264  -0.648
5 C 0.1812 1.3232 -0.5153  -0.853
6 C -1.2335 0.7478 -0.6076  -0.631
7 C -2.0750 1.0114 0.6463  -0.575
8 C -3.5621 1.0631 0.3605  -1.005
9 N -4.0456 -0.1849 -0.3385  0.067
10 C -4.0840 -1.4232 0.4881  -0.724
11 C -4.7532 -2.5623 -0.2566  -0.597
12 O -4.7407 -3.6367 0.6517  -0.530
13 H 2.9292 -1.9932 1.5544  0.301
14 H 1.3238 -2.2681 2.2090  0.384
15 H 2.0585 -3.4756 1.1493  0.389
16 H 1.6467 -2.2053 -0.8266  0.426
17 H 0.2878 -1.6589 0.1499  -0.187
18 H 0.5047 0.2725 1.3684  0.337
19 H 1.7836 1.4009 0.9410  0.402
20 H 0.6788 1.2385 -1.4841  0.303
21 H 0.0989 2.3957 -0.3093  0.423
22 H -1.7291 1.1731 -1.4900  0.482
23 H -1.1560 -0.3303 -0.7976  0.318
24 H -1.8683 0.2660 1.4189  0.304
25 H -1.8074 1.9764 1.0833  0.485
26 H -4.1805 1.1734 1.2510  0.299
27 H -3.8213 1.8313 -0.3611  0.499
28 H -4.9624 0.0339 -0.7427  0.469
29 H -3.4174 -0.3298 -1.1337  0.475
30 H -4.6271 -1.1885 1.4032  0.437
31 H -3.0583 -1.6780 0.7508  0.255
32 H -5.7707 -2.2658 -0.5422  0.359
33 H -4.2050 -2.8041 -1.1767  0.439
34 H -5.2606 -4.3666 0.3128  0.343
35 C -5.8546 5.0268 0.6020  -1.036
36 C -6.9265 5.0704 -0.4769  -0.489
37 C -7.3571 3.6700 -0.9324  -0.184
38 C -6.2441 2.9074 -1.4953  0.388
39 N -5.3386 2.3163 -1.8852  -0.603
40 H -4.9447 4.5498 0.2305  0.247
41 H -5.5895 6.0309 0.9293  0.361
42 H -6.1993 4.4673 1.4738  0.287
43 H -6.5801 5.6388 -1.3413  0.300
44 H -7.8200 5.5734 -0.1055  0.335
45 H -8.1560 3.7120 -1.6730  0.368
46 H -7.6956 3.0676 -0.0875  -0.003
47 C -7.7516 -2.5220 1.5966  -0.621
48 C -8.7781 -1.8599 2.5022  -0.573
49 C -9.3273 -0.5734 1.8624  -0.524
50 C -8.2195 0.3223 1.5066  0.294
51 N -7.3252 0.9716 1.1871  -0.399
52 H -6.9251 -1.8332 1.4204  -0.139
53 H -7.3370 -3.4194 2.0533  0.354
54 H -8.1855 -2.7974 0.6323  0.357
55 H -8.3154 -1.6011 3.4562  0.306
56 H -9.6116 -2.5260 2.7215  0.342
57 H -10.0162 -0.0438 2.5196  0.347
58 H -9.8607 -0.7974 0.9359  0.281
59 C 5.0635 -1.2100 -1.1683  -0.747
60 C 5.1468 -1.6871 -2.6095  -0.376
61 C 5.5239 -3.1691 -2.7200  -0.578
62 C 6.8164 -3.4459 -2.0887  0.291
63 N 7.8047 -3.6371 -1.5368  -0.456
64 H 6.0288 -1.3085 -0.6685  0.275
65 H 4.7642 -0.1629 -1.1253  0.160
66 H 4.3295 -1.7831 -0.5973  0.127
67 H 5.8688 -1.0887 -3.1641  0.350
68 H 4.1906 -1.5471 -3.1178  0.307
69 H 5.5689 -3.4939 -3.7599  0.365
70 H 4.7840 -3.7944 -2.2136  0.262
71 C 5.2431 3.7178 -1.3473  -1.048
72 C 4.3581 4.2402 -2.4690  -0.493
73 C 3.5079 3.1335 -3.1050  0.144
74 C 4.3360 2.0902 -3.7144  0.239
75 N 5.0030 1.2680 -4.1581  -0.478
76 H 5.9412 2.9656 -1.7173  0.338
77 H 5.8246 4.5231 -0.9003  0.341
78 H 4.6452 3.2583 -0.5566  0.215
79 H 4.9646 4.7078 -3.2464  0.305
80 H 3.6762 5.0066 -2.0959  0.319
81 H 2.8432 3.5301 -3.8735  0.368
82 H 2.8866 2.6509 -2.3456  -0.227
83 C 8.4992 -3.0770 1.8550  -0.909
84 C 9.5772 -2.0148 1.7106  -0.387
85 C 10.6388 -2.0998 2.8133  -0.470
86 C 10.0632 -1.8700 4.1413  0.238
87 N 9.6038 -1.7004 5.1798  -0.425
88 H 7.9768 -2.9826 2.8087  0.399
89 H 7.7737 -2.9998 1.0469  0.053
90 H 8.9311 -4.0782 1.8017  0.305
91 H 9.1352 -1.0162 1.7301  0.304
92 H 10.0808 -2.1213 0.7485  0.292
93 H 11.4318 -1.3664 2.6615  0.303
94 H 11.1047 -3.0876 2.8207  0.284

Output
**Gap between HOMO and LUMO**: 9.79 eV
**2S+1**: 1
**Net charge**: +1
**HOMO level**: -0.444 Ha


Entry 2:
# C2H9NS2

A cluster of 2 separate species, C2H9NS2 in total in a non-equilibrium geometry (wB97M-V/def2-TZVPD, the Open Molecules 2025 dataset).

Each line ends with the Mulliken charge.
Geometry (Å):
1 C 0.4315 -0.2242 -1.6965  -1.012
2 C 1.3086 -1.3928 -2.2786  -0.124
3 N 1.8960 -2.0721 -1.1346  -0.481
4 H 0.9982 0.4360 -1.0900  0.330
5 H -0.1371 0.3681 -2.5284  0.277
6 H -0.3661 -0.6271 -0.9495  0.259
7 H 0.6880 -2.0405 -2.9534  0.204
8 H 2.1798 -1.1140 -2.9019  0.230
9 H 2.6410 -2.8295 -1.2482  0.158
10 H 1.9171 -1.7723 -0.1779  0.159
11 S -3.0894 2.6680 5.3130  -0.162
12 S -3.1546 3.2195 3.2604  -0.172
13 H -3.2852 1.4148 4.9912  0.162
14 H -2.0278 3.9661 3.3945  0.171

Output
**Structure (SMILES)**: CCN.SS
**Gap between HOMO and LUMO**: 8.63 eV
**2S+1**: 1
**Energy above the lowest of the compared OMol25 structures with the same formula, charge and spin**: 1.359 eV
**Net charge**: 0
**HOMO level**: -0.313 Ha


Entry 3:
# C25H51O17Zn

A structure of composition C25H51O17Zn in a non-equilibrium geometry (wB97M-V/def2-TZVPD, the Open Molecules 2025 dataset).

Each line ends with the Mulliken charge.
Geometry (Å):
1 Zn 15.7909 -12.7673 -8.5444  0.963
2 C 11.9798 -15.4089 -6.8727  -0.460
3 O 12.8563 -14.5367 -7.5504  -0.274
4 H 10.9348 -15.1252 -6.7473  0.286
5 H 11.9720 -16.3965 -7.3340  0.262
6 H 12.2720 -15.5559 -5.8330  0.256
7 C 8.4838 -18.2793 -11.0567  -0.630
8 O 7.7884 -19.1579 -11.9570  -0.278
9 C 8.2445 -19.2653 -13.2333  0.770
10 O 9.1735 -18.6920 -13.7446  -0.558
11 O 7.4866 -20.2571 -13.8046  -0.303
12 C 7.8020 -20.7356 -15.1204  -0.613
13 H 8.6748 -17.2629 -11.4010  0.289
14 H 9.4783 -18.6632 -10.8291  0.283
15 H 7.8813 -18.2913 -10.1484  0.237
16 H 8.8443 -20.4998 -15.3352  0.328
17 H 7.1899 -20.2361 -15.8714  0.259
18 H 7.5867 -21.8042 -15.1176  0.216
19 C 11.7573 -12.1746 -12.1881  -0.570
20 O 12.2990 -11.0604 -12.8526  -0.316
21 C 13.3440 -10.4838 -12.2655  0.801
22 O 13.9631 -10.8325 -11.2764  -0.568
23 O 13.8716 -9.4369 -12.9328  -0.329
24 C 13.2782 -8.8515 -14.1232  -0.612
25 H 11.3923 -11.8581 -11.2110  0.270
26 H 12.5301 -12.9341 -12.0704  0.249
27 H 10.8658 -12.5750 -12.6710  0.250
28 H 12.4450 -9.4129 -14.5459  0.291
29 H 13.9223 -8.6902 -14.9876  0.269
30 H 12.9132 -7.8805 -13.7883  0.261
31 C 15.0677 -17.8164 -11.4912  -0.686
32 O 16.3149 -17.5103 -12.1168  -0.312
33 C 16.8383 -16.2549 -12.0905  0.805
34 O 16.4428 -15.3500 -11.3254  -0.616
35 O 18.0182 -16.1824 -12.7889  -0.296
36 C 18.5208 -17.3018 -13.5601  -0.599
37 H 15.1775 -18.4458 -10.6081  0.272
38 H 14.4106 -18.4556 -12.0810  0.296
39 H 14.5114 -16.9416 -11.1544  0.277
40 H 17.9642 -17.5151 -14.4727  0.290
41 H 18.5672 -18.1988 -12.9425  0.287
42 H 19.4821 -17.0047 -13.9791  0.257
43 C 6.6406 -14.5507 1.6463  -0.621
44 O 6.5924 -14.2500 0.2570  -0.299
45 C 7.1725 -15.0106 -0.6940  0.787
46 O 7.7849 -16.0584 -0.4951  -0.579
47 O 6.9563 -14.3526 -1.8516  -0.292
48 C 7.3190 -15.0006 -3.1019  -0.618
49 H 7.6589 -14.6165 2.0293  0.291
50 H 6.1406 -15.4924 1.8729  0.290
51 H 6.1374 -13.7688 2.2151  0.238
52 H 7.7447 -14.2328 -3.7479  0.217
53 H 6.4206 -15.4492 -3.5258  0.271
54 H 8.1367 -15.7139 -2.9988  0.314
55 C 11.5289 -23.5328 -6.1599  -1.009
56 C 10.7486 -22.5686 -5.3666  0.793
57 O 10.1763 -22.8770 -4.3307  -0.551
58 C 10.5860 -21.1944 -6.0290  -1.079
59 H 12.0249 -24.3001 -5.5656  0.326
60 H 12.3716 -22.9932 -6.5922  0.310
61 H 10.9132 -24.0622 -6.8870  0.270
62 H 10.3339 -21.2363 -7.0886  0.340
63 H 11.5502 -20.6860 -6.0224  0.295
64 H 9.8567 -20.6330 -5.4450  0.306
65 C 18.2605 -15.3422 -4.1519  -0.971
66 C 17.7656 -15.8224 -5.4610  0.748
67 O 17.6333 -15.1002 -6.4607  -0.613
68 C 17.2560 -17.1759 -5.4382  -1.063
69 H 18.8860 -14.4615 -4.2973  0.318
70 H 18.8181 -16.1284 -3.6429  0.346
71 H 17.3468 -15.0275 -3.6477  0.263
72 H 16.3531 -17.3651 -4.8576  0.306
73 H 18.0979 -17.8565 -5.3114  0.362
74 H 16.9894 -17.4464 -6.4598  0.299
75 C 10.3391 -9.9671 -5.4843  -1.008
76 C 10.3437 -8.4860 -5.2048  0.742
77 O 9.8742 -7.9402 -4.2051  -0.545
78 C 11.0912 -7.5753 -6.1901  -0.939
79 H 11.3215 -10.4094 -5.6496  0.310
80 H 9.6492 -10.1201 -6.3143  0.290
81 H 9.9370 -10.3267 -4.5372  0.288
82 H 10.8282 -6.5299 -6.0285  0.294
83 H 10.8760 -7.8957 -7.2094  0.310
84 H 12.1500 -7.7365 -5.9871  0.260
85 C 15.1294 -17.9177 0.0585  -0.983
86 C 14.0301 -18.5056 -0.8014  0.797
87 O 14.1372 -19.5319 -1.4495  -0.564
88 C 12.8682 -17.6109 -1.1022  -0.998
89 H 14.7442 -17.3374 0.8970  0.348
90 H 15.7476 -17.2326 -0.5216  0.235
91 H 15.6780 -18.8191 0.3317  0.299
92 H 12.1284 -18.1306 -1.7111  0.271
93 H 13.2157 -16.7417 -1.6605  0.250
94 H 12.4837 -17.2844 -0.1359  0.346

Output
**Gap between HOMO and LUMO**: 2.33 eV
**2S+1**: 1
**Energy above the lowest of the compared OMol25 structures with the same formula, charge and spin**: 9.522 eV
**Net charge**: +1
**HOMO level**: -0.407 Ha


Entry 4:
# C26H33N5O4OsP

A structure of composition C26H33N5O4OsP (wB97M-V/def2-TZVPD, the Open Molecules 2025 dataset).

Each line ends with the Mulliken charge.
Geometry (Å):
1 Os 0.0765 0.0971 0.3017  2.682
2 O 3.5953 0.6952 1.0856  -0.459
3 C 2.7780 1.2209 0.4044  -0.223
4 O 1.8243 0.3890 -0.2308  -0.458
5 C 2.6375 2.6545 0.1189  1.050
6 C 3.8029 3.4116 0.0845  -0.606
7 C 3.7332 4.7858 -0.0865  -0.684
8 C 2.4982 5.4133 -0.1718  -0.806
9 C 1.3275 4.6683 -0.1117  -0.339
10 C 1.3852 3.2821 0.0075  0.179
11 P -0.2085 2.4522 0.0518  0.649
12 C -1.0436 2.6692 -1.5119  0.973
13 C -0.4019 3.3011 -2.5779  -0.802
14 C -1.0665 3.4520 -3.7870  -0.837
15 C -2.3586 2.9741 -3.9376  -0.701
16 C -2.9970 2.3261 -2.8835  -0.909
17 C -2.3425 2.1641 -1.6765  -0.339
18 C -1.1171 3.1421 1.4362  0.546
19 C -2.4484 3.5444 1.3413  -0.513
20 C -3.0873 4.0671 2.4590  -0.835
21 C -2.4029 4.1918 3.6595  -0.657
22 C -1.0676 3.8037 3.7512  -0.728
23 C -0.4244 3.2786 2.6466  -0.245
24 H 4.7596 2.9171 0.1884  0.514
25 H 4.6415 5.3700 -0.1376  0.466
26 H 2.4439 6.4884 -0.2784  0.486
27 H 0.3725 5.1790 -0.1576  0.543
28 H 0.6091 3.6732 -2.4772  0.403
29 H -0.5710 3.9468 -4.6107  0.459
30 H -2.8745 3.1045 -4.8792  0.455
31 H -4.0063 1.9580 -3.0085  0.462
32 H -2.8468 1.6633 -0.8610  0.260
33 H -2.9799 3.4965 0.4016  0.575
34 H -4.1128 4.4011 2.3819  0.510
35 H -2.9005 4.6189 4.5196  0.473
36 H -0.5261 3.9446 4.6770  0.515
37 H 0.6245 3.0099 2.7136  0.446
38 C -4.5842 -0.9284 0.0640  -0.536
39 O -3.4983 -1.8568 -0.2994  -0.420
40 C -2.2716 -1.5259 -0.1666  0.893
41 O -1.8795 -0.4069 0.3030  -0.823
42 N -1.3814 -2.4507 -0.5415  -0.146
43 N -0.0153 -2.1292 -0.4418  -0.578
44 H -5.4147 -1.5750 0.3213  0.313
45 H -4.8069 -0.3350 -0.8174  0.284
46 H -4.2747 -0.3171 0.9057  0.247
47 H -1.6846 -3.3370 -0.9325  0.274
48 H 0.4184 -2.1772 -1.3666  0.369
49 H 0.4551 -2.8042 0.1632  0.331
50 C 1.5298 0.0841 5.8310  -1.198
51 N 1.5734 -0.4243 4.4492  0.035
52 C 2.8836 -0.9392 4.0177  -1.176
53 C 0.5426 -0.2951 3.6155  0.811
54 N 0.8146 -0.1569 2.2664  -0.624
55 N -0.6967 -0.2926 4.1003  0.252
56 C -1.0439 -1.0202 5.3308  -1.251
57 C -1.8331 0.2662 3.3851  -0.814
58 H 2.4318 0.6739 5.9851  0.437
59 H 1.5217 -0.7308 6.5537  0.386
60 H 0.6544 0.7095 5.9713  0.377
61 H 3.3268 -1.4577 4.8645  0.398
62 H 3.5439 -0.1242 3.7217  0.385
63 H 2.7680 -1.6496 3.2029  0.428
64 H 1.8222 -0.1498 2.1366  0.032
65 H -0.2337 -1.6857 5.6081  0.442
66 H -1.9321 -1.6146 5.1204  0.409
67 H -1.2602 -0.3383 6.1510  0.394
68 H -1.5113 1.0419 2.6963  -0.238
69 H -2.4983 0.7294 4.1134  0.490
70 H -2.3816 -0.5200 2.8654  0.314

Output
**Gap between HOMO and LUMO (spin up / spin down)**: 7.89 / 6.15 eV
**2S+1**: 5
**Net charge**: +3
**HOMO level (spin up / spin down)**: -0.624 / -0.637 Ha


Entry 5:
# C3H3HgO3

A structure of composition C3H3HgO3 in a non-equilibrium geometry (wB97M-V/def2-TZVPD, the Open Molecules 2025 dataset).

Each line ends with the Mulliken charge.
Geometry (Å):
1 C 1.1370 -0.4274 -0.2956  0.879
2 C -1.2044 -0.4237 0.0565  -0.139
3 O -0.1172 -0.8180 -0.6952  -0.236
4 O 1.3013 0.7995 -0.1271  -0.644
5 C -1.7993 0.7793 -0.1579  -0.595
6 H -1.9028 -1.2455 0.2749  0.375
7 H -1.6541 0.6501 1.1199  0.200
8 H -1.1857 1.6605 -0.3748  0.256
9 O 1.9860 -1.3205 -0.0918  -0.660
10 Hg 3.4392 0.3458 0.2912  0.564

Output
**Gap between HOMO and LUMO (spin up / spin down)**: 9.30 / 6.61 eV
**2S+1**: 2
**Energy above the lowest of the compared OMol25 structures with the same formula, charge and spin**: 3.232 eV
**Net charge**: 0
**HOMO level (spin up / spin down)**: -0.335 / -0.338 Ha


Entry 6:
# C7H17NO

A cluster of 2 separate species, C7H17NO in total in a non-equilibrium geometry (wB97M-V/def2-TZVPD, the Open Molecules 2025 dataset).

Each line ends with the Mulliken charge.
Geometry (Å):
1 C 1.8573 -0.6538 2.1236  -0.867
2 C 2.8643 -0.3137 1.0136  0.666
3 N 4.0932 -0.7498 1.3605  -0.436
4 O 2.4781 0.3221 0.0771  -0.568
5 H 1.5878 0.3727 2.8345  0.246
6 H 2.4083 -1.5011 2.9096  0.322
7 H 1.0500 -1.2503 1.4227  0.220
8 H 4.8253 -0.6195 0.6036  0.293
9 H 4.0154 -1.5204 1.9550  0.204
10 C 0.2331 0.4746 -0.0903  -0.774
11 C -1.0985 1.0701 -0.2639  -0.606
12 C -2.1824 0.3161 -1.1707  -0.945
13 C -3.6187 0.5851 -1.2056  -0.023
14 C -4.1633 -0.7007 -1.8897  -0.923
15 H 0.2513 -0.5405 0.1697  0.173
16 H 0.8577 0.5141 -1.0224  0.294
17 H 0.8734 0.9704 0.7607  0.207
18 H -1.0084 2.1998 -0.3840  0.299
19 H -1.5877 0.9815 0.7483  0.217
20 H -1.8506 0.3733 -2.1356  0.421
21 H -2.1883 -0.7167 -0.7588  0.320
22 H -4.0150 1.5211 -1.8341  0.266
23 H -4.1071 0.4871 -0.2548  0.250
24 H -4.4643 -1.5486 -1.1196  0.257
25 H -5.2207 -0.4058 -2.5348  0.269
26 H -3.2555 -1.3114 -2.6025  0.217

Output
**Structure (SMILES)**: CC(N)=O.CCCCC
**Gap between HOMO and LUMO**: 9.91 eV
**2S+1**: 1
**Energy above the lowest of the compared OMol25 structures with the same formula, charge and spin**: 5.591 eV
**Net charge**: 0
**HOMO level**: -0.340 Ha


| no. | E_tot (eV) |
| --- | --- |
| 1 | -44026.1796 |
| 2 | -25379.3547 |
| 3 | -109961.0187 |
| 4 | -54867.2337 |
| 5 | -13471.7160 |
| 6 | -11067.5472 |